This record from the OMol25 dataset describes one molecule with the formula C4H8S2 in a non-equilibrium geometry. The level of theory is ωB97M-V/def2-TZVPD.

Each line ends with the natural charge from an NBO analysis.
Element x y z (Å)
C  0.83869  1.84666  1.90273  -0.77
S  0.97138  0.11667  1.56475  0.22
C  -0.16727  0.04027  0.13262  -0.40
C  0.36222  0.24321  -1.18544  -0.44
S  -1.04735  -0.76750  -2.03783  0.07
C  -0.99197  -1.24054  -0.17803  -0.46
H  0.73167  2.56736  1.06841  0.22
H  1.70907  2.08998  2.47709  0.23
H  0.05624  2.05850  2.61948  0.21
H  -0.84339  0.82416  0.22871  0.21
H  1.20378  -0.44693  -1.53973  0.22
H  0.51320  1.30521  -1.56729  0.22
H  -2.03149  -1.16048  0.28291  0.23
H  -0.37359  -2.16200  -0.03154  0.22

Cartesian forces (eV/Å) of the 3 atoms listed first:
-0.35 1.16 0.50
-0.35 -0.74 -0.95
-0.20 -1.68 1.35

Relative energy (zero: lowest compared OMol25 entry of this formula, charge and spin) ... 40.1 kcal per mole
Largest force on an atom ... 5.39 eV Å⁻¹
DFT total energy ... -25946.674 eV
2S+1 ... 1
HOMO energy ... -8.698 eV
Charge ... 0

This record from the OMol25 dataset describes C2H4NP as an isolated structure in a non-equilibrium geometry. The level of theory is ωB97M-V/def2-TZVPD.

Each line ends with the natural charge from an NBO analysis.
Element x y z (Å)
C  0.76004  -0.33931  -0.09664  0.09
C  -0.83750  -0.98137  0.11934  -0.66
N  0.80961  0.86554  0.22715  -0.69
P  -2.04878  0.14492  0.04078  0.46
H  2.01042  -0.63835  -0.52985  0.19
H  -1.03499  -1.98263  -0.08285  0.22
H  1.62563  1.52445  -0.00890  0.37
H  -1.28444  1.40676  0.33098  0.01

Cartesian forces (eV/Å) of the 3 atoms listed first:
2.12 -0.01 -0.29
3.44 3.00 -1.19
0.62 2.43 -0.11

Relative energy (zero: lowest compared OMol25 entry of this formula, charge and spin) ... 74.2 kcal per mole
Largest force on an atom ... 4.71 eV Å⁻¹
DFT total energy ... -12913.310 eV
2S+1 ... 1
HOMO energy ... -9.175 eV
Charge ... 0

This record from the OMol25 dataset describes a 4-piece molecular cluster, C12H27ClO14P overall in a non-equilibrium geometry. The level of theory is ωB97M-V/def2-TZVPD.

Each line ends with the natural charge from an NBO analysis.
Element x y z (Å)
Cl  1.41546  2.89372  -0.11297  2.54
O  1.81863  4.27069  0.09872  -0.87
O  2.59236  2.00585  -0.09434  -0.89
O  0.50961  2.43483  0.87031  -0.89
O  0.74944  2.73064  -1.39189  -0.88
C  -2.31965  1.48395  2.64785  -0.29
O  -3.77671  1.46567  2.61672  -0.51
C  -4.50015  0.64324  1.80058  1.00
O  -5.69199  0.44602  1.95034  -0.62
O  -3.69769  0.07909  0.83429  -0.52
C  -4.30647  -0.98014  0.06261  -0.27
H  -1.85007  1.42535  1.66593  0.23
H  -1.71449  0.76474  3.19977  0.19
H  -1.97252  2.47234  2.94899  0.21
H  -5.01178  -0.56166  -0.65538  0.18
H  -4.97677  -1.61556  0.64144  0.20
H  -3.64522  -1.55627  -0.58464  0.21
C  2.45135  7.25961  1.75337  -0.27
O  3.04553  7.54071  3.03480  -0.51
C  2.41452  7.27243  4.19142  0.99
O  1.25640  6.92799  4.38221  -0.64
O  3.34302  7.53095  5.10491  -0.50
C  3.01242  7.57311  6.42114  -0.27
H  1.70029  8.01799  1.53227  0.17
H  1.98574  6.27449  1.78254  0.23
H  3.11785  7.22155  0.89173  0.21
H  3.48119  8.50617  6.73378  0.19
H  3.46312  6.67058  6.83395  0.18
H  1.96138  7.36613  6.62255  0.21
C  2.68144  -6.49189  -1.45710  -0.64
C  1.37997  -6.48708  -2.23341  -0.07
O  0.63801  -5.37938  -1.76117  -0.80
P  0.32051  -4.12135  -2.73860  2.56
O  1.43305  -3.66704  -3.61962  -1.11
O  -1.03755  -4.49252  -3.47071  -0.81
C  -1.43708  -3.80963  -4.63187  -0.07
C  -2.59711  -4.59189  -5.28954  -0.63
O  -0.15828  -2.93456  -1.77357  -0.81
C  0.73231  -2.32900  -0.88990  -0.07
C  0.16079  -0.99713  -0.37830  -0.65
H  2.58538  -5.98645  -0.49616  0.23
H  3.21175  -7.43671  -1.33802  0.21
H  3.28685  -5.89927  -2.14294  0.22
H  1.54159  -6.48543  -3.31135  0.19
H  0.95130  -7.41592  -1.85712  0.18
H  -1.83340  -2.81522  -4.42648  0.18
H  -0.64257  -3.69073  -5.36856  0.20
H  -2.35422  -5.64537  -5.42840  0.21
H  -3.46348  -4.54945  -4.62946  0.21
H  -3.08068  -4.12908  -6.14982  0.22
H  0.98312  -3.00343  -0.07117  0.16
H  1.63633  -2.34698  -1.49862  0.19
H  0.90324  -0.22225  -0.56920  0.26
H  -0.71726  -0.70244  -0.95301  0.22
H  0.02120  -0.93376  0.70086  0.22

Cartesian forces (eV/Å) of the 3 atoms listed first:
1.54 -1.40 -1.96
-0.22 -0.36 0.09
-0.61 1.06 0.08

Largest force on an atom ... 3.35 eV Å⁻¹
DFT total energy ... -63353.699 eV
2S+1 ... 1
HOMO energy ... -6.003 eV
Charge ... -1

This record from the OMol25 dataset describes one molecule with the formula C4H7F3N2 in a non-equilibrium geometry. The level of theory is ωB97M-V/def2-TZVPD.

Each line ends with the natural charge from an NBO analysis.
Element x y z (Å)
C  0.79593  0.79715  0.26161  -0.22
C  -0.32016  1.75298  -0.20842  -0.29
C  -1.04197  -0.52551  -0.15436  0.84
C  1.11232  -1.69711  0.02377  -0.42
N  0.36827  -0.50649  -0.21071  -0.46
N  -1.44560  0.85785  -0.45446  0.08
F  -1.46197  -1.43710  -1.09941  -0.33
F  -1.62227  -1.05384  1.08548  -0.38
F  -2.68832  1.22393  -0.04280  -0.31
H  1.92636  1.18337  -0.13578  0.20
H  0.95131  0.97996  1.37395  0.19
H  -0.67123  2.39518  0.56422  0.22
H  0.03651  2.27200  -1.13118  0.23
H  0.84730  -2.29636  0.87353  0.21
H  1.01139  -2.47767  -0.82979  0.22
H  2.20211  -1.46834  0.08433  0.22

Cartesian forces (eV/Å) of the 3 atoms listed first:
3.58 1.83 0.60
0.53 -1.59 -1.75
0.32 -0.48 -1.65

Relative energy (zero: lowest compared OMol25 entry of this formula, charge and spin) ... 70.1 kcal per mole
Largest force on an atom ... 13.71 eV Å⁻¹
DFT total energy ... -15386.010 eV
2S+1 ... 3
HOMO energy (alpha / beta) ... -4.562 / -9.898 eV
Charge ... 0

This record from the OMol25 dataset describes C4H5AlLiO2 as an isolated structure in a non-equilibrium geometry. The level of theory is ωB97M-V/def2-TZVPD.

Each line ends with the natural charge from an NBO analysis.
Element x y z (Å)
C  -1.38649  0.46471  -0.61265  0.02
C  -0.71986  -0.81261  -0.24486  -0.06
C  0.58209  -1.01120  0.25368  -0.38
C  1.56846  -0.01343  0.39834  0.44
O  2.80020  -0.21985  0.25470  -0.90
O  -2.09483  1.05609  0.31207  -0.94
Li  -3.07716  1.48510  1.67228  0.98
Al  3.94241  0.85165  -0.32438  0.92
H  -0.39211  0.16285  -1.43973  0.09
H  -1.90911  0.55208  -1.59363  0.15
H  -1.45151  -1.48572  0.22361  0.25
H  0.90130  -2.03999  0.44372  0.26
H  1.23661  1.01032  0.65683  0.18

Cartesian forces (eV/Å) of the 3 atoms listed first:
-1.34 -2.63 -2.94
-0.27 0.77 3.44
-0.42 0.11 -0.05

Relative energy (zero: lowest compared OMol25 entry of this formula, charge and spin) ... 114.1 kcal per mole
Largest force on an atom ... 4.17 eV Å⁻¹
DFT total energy ... -15114.501 eV
2S+1 ... 1
HOMO energy (alpha / beta) ... -11.006 / -11.010 eV
Charge ... +1

This record from the OMol25 dataset describes C25H27AsInN7OS4Se as an isolated structure in a non-equilibrium geometry. The level of theory is ωB97M-V/def2-TZVPD.

Each line ends with the natural charge from an NBO analysis.
Element x y z (Å)
In  0.93596  -0.21021  2.00431  0.79
C  2.57097  5.73745  -0.90442  -0.62
C  2.13787  4.29349  -0.91073  -0.08
C  2.90136  3.28797  -1.49653  -0.21
C  2.48024  1.97619  -1.49213  -0.25
C  1.26095  1.55544  -0.90553  0.17
N  0.89783  0.23394  -0.89352  -0.70
C  1.05397  -0.44801  -2.05781  0.20
C  0.79299  0.19282  -3.30221  -0.26
C  0.93535  -0.42801  -4.52174  -0.21
C  1.33740  -1.75636  -4.61499  -0.13
C  1.54053  -2.42972  -5.94920  -0.61
C  1.54450  -2.43068  -3.42320  -0.17
C  1.41415  -1.82516  -2.17751  0.07
N  1.73030  -2.66215  -1.07042  -0.17
C  2.77538  -3.52744  -1.02573  -0.05
C  2.64869  -4.27271  0.11750  -0.34
C  1.48484  -3.78091  0.72091  -0.04
N  0.93481  -2.81213  -0.00438  -0.27
C  0.50696  2.59442  -0.30089  0.13
C  0.95048  3.91252  -0.30913  -0.22
N  -0.77573  2.38164  0.27807  -0.17
C  -1.87259  3.14030  0.04989  -0.05
C  -2.85143  2.71533  0.91797  -0.34
C  -2.24336  1.68702  1.65332  -0.04
N  -0.99744  1.49875  1.25221  -0.32
H  3.49378  5.86707  -1.47122  0.20
H  2.74523  6.08811  0.11553  0.21
H  1.80463  6.37862  -1.34678  0.20
H  3.85436  3.54415  -1.95004  0.19
H  3.10150  1.21194  -1.94171  0.21
H  0.48282  1.22911  -3.26643  0.21
H  0.73245  0.12890  -5.43256  0.19
H  1.70049  -1.68475  -6.73018  0.20
H  0.67322  -3.03302  -6.23636  0.20
H  2.40891  -3.09111  -5.92822  0.20
H  1.83722  -3.47531  -3.45258  0.20
H  3.54412  -3.52600  -1.77893  0.21
H  3.32760  -5.02075  0.48999  0.24
H  1.02905  -4.07032  1.65430  0.22
H  0.33973  4.66255  0.18234  0.21
H  -1.89127  3.91086  -0.70147  0.21
H  -3.84783  3.10727  1.02504  0.22
H  -2.64834  1.09760  2.45757  0.23
S  -0.33790  4.47359  4.60913  -0.39
As  -1.49581  3.04945  6.13990  0.64
S  0.78924  2.78068  4.12328  -0.05
S  -0.64177  1.37786  4.68495  -0.34
S  -3.53710  3.23433  5.76387  -0.79
C  -3.78670  -2.15122  3.67072  -0.41
N  -3.71640  -2.02778  2.22084  -0.44
C  -4.90442  -2.25528  1.42338  -0.40
C  -2.54019  -1.56509  1.70462  0.70
C  -2.46661  -1.32881  0.22056  -0.72
O  -1.59541  -1.37777  2.46920  -0.66
H  -4.69604  -2.67794  3.95159  0.18
H  -3.77100  -1.16926  4.15058  0.21
H  -2.91986  -2.70112  4.03460  0.23
H  -5.68355  -2.67071  2.05821  0.20
H  -4.71027  -2.96720  0.61854  0.20
H  -5.29037  -1.33125  0.98319  0.19
H  -3.43522  -1.21037  -0.25813  0.20
H  -1.92304  -2.15861  -0.22689  0.26
H  -1.83813  -0.45517  0.05554  0.28
Se  4.74823  -4.21363  3.81018  -0.45
C  3.79742  -2.77003  3.38403  0.06
N  3.17228  -1.83340  3.08570  -0.57

Cartesian forces (eV/Å) of the 3 atoms listed first:
0.04 -0.16 -0.24
-0.02 -0.13 0.07
-0.09 0.10 -0.01

Relative energy (zero: lowest compared OMol25 entry of this formula, charge and spin) ... 80.2 kcal per mole
Largest force on an atom ... 1.12 eV Å⁻¹
DFT total energy ... -213543.980 eV
2S+1 ... 1
HOMO energy ... -1.996 eV
Charge ... -2

This record from the OMol25 dataset describes one molecule with the formula C20H13ClN8O in a non-equilibrium geometry. The level of theory is ωB97M-V/def2-TZVPD.

Each line ends with the natural charge from an NBO analysis.
Element x y z (Å)
Cl  0.72418  -3.95750  -0.72665  -0.04
C  0.62016  -2.46003  0.35111  -0.01
C  -0.15842  -1.37604  -0.06059  -0.24
C  -0.46600  -0.32986  0.83700  0.25
N  -1.29462  0.76957  0.41832  -0.46
C  -2.67659  0.80895  0.64283  0.59
N  -3.10725  -0.03472  1.60364  -0.46
C  -4.34530  0.14788  2.00445  0.09
C  -5.25432  0.81081  1.31908  -0.34
C  -4.78410  1.60083  0.25338  0.12
N  -3.54808  1.57713  -0.02303  -0.55
C  -0.52552  1.85041  -0.08453  0.16
N  0.80354  1.97798  0.33282  -0.19
N  1.46246  2.83537  -0.36453  -0.24
C  0.46950  3.31427  -1.19257  0.06
C  0.73128  4.10978  -2.28119  -0.07
C  -0.48513  4.42041  -3.13379  -0.31
C  -1.73616  3.83438  -2.85619  0.03
N  -1.76546  2.84280  -1.85971  -0.48
C  -0.74347  2.70460  -1.07085  0.05
C  0.00822  -0.43404  2.13807  -0.17
C  0.88697  -1.46451  2.58364  -0.23
C  1.22382  -2.45044  1.58615  0.25
O  2.04370  -3.51969  1.88205  -0.45
C  3.15515  -3.54738  1.08618  0.68
N  3.82172  -4.75526  1.06370  -0.46
C  4.76453  -4.92240  0.15973  0.06
C  5.27217  -3.91868  -0.54523  -0.32
C  4.72152  -2.63434  -0.34623  0.10
N  3.73884  -2.42853  0.50825  -0.49
H  -0.56051  -1.20038  -1.12698  0.24
H  -4.79095  -0.43730  2.84053  0.19
H  -6.31857  0.78408  1.31019  0.22
H  -5.63406  2.03781  -0.30086  0.20
H  1.69809  4.54535  -2.25602  0.24
H  -0.39179  5.17063  -3.84839  0.22
H  -2.62830  4.18471  -3.40109  0.23
H  -2.66628  2.35834  -1.62260  0.46
H  -0.18331  0.38397  2.88368  0.23
H  1.44593  -1.45094  3.48778  0.24
H  5.28134  -5.85386  0.11080  0.19
H  6.03780  -4.07579  -1.40058  0.22
H  5.15327  -1.81832  -0.90177  0.20

Cartesian forces (eV/Å) of the 3 atoms listed first:
0.10 1.89 1.10
-0.95 -0.27 -1.63
-1.00 1.27 -1.32

Relative energy (zero: lowest compared OMol25 entry of this formula, charge and spin) ... 60.2 kcal per mole
Largest force on an atom ... 6.02 eV Å⁻¹
DFT total energy ... -47437.027 eV
2S+1 ... 1
HOMO energy ... -7.506 eV
Charge ... 0

This record from the OMol25 dataset describes a 2-piece molecular cluster, H6N6 overall in a non-equilibrium geometry. The level of theory is ωB97M-V/def2-TZVPD.

Each line ends with the natural charge from an NBO analysis.
Element x y z (Å)
N  3.37459  -0.49539  0.44993  -0.29
N  0.45295  -0.77265  -0.37315  -0.33
N  3.15310  0.28767  -0.44192  -0.30
N  -0.71738  1.11636  0.30134  -0.70
N  -1.81908  -0.85660  0.02396  -0.70
N  -0.54065  -0.25153  -0.06488  0.22
H  0.10755  1.65569  0.06601  0.39
H  2.22166  0.20806  -0.90906  0.30
H  -1.56226  1.51405  -0.08890  0.37
H  2.60996  -1.17309  0.67284  0.28
H  -1.72708  -1.86441  -0.04285  0.39
H  -2.32841  -0.57174  0.85267  0.37

Cartesian forces (eV/Å) of the 3 atoms listed first:
0.38 -1.00 1.30
0.86 -0.62 -0.27
0.07 1.33 -1.43

Relative energy (zero: lowest compared OMol25 entry of this formula, charge and spin) ... 76.6 kcal per mole
Largest force on an atom ... 1.96 eV Å⁻¹
DFT total energy ... -9032.914 eV
2S+1 ... 1
HOMO energy ... -8.282 eV
Charge ... 0

Look up the 2S+1 of the third one.
1